[1]
Density functional theory data (wB97M-V/def2-TZVPD) for a molecular structure, C33H26BN4O4OsS2 at a distorted geometry.

Element x y z (Å)
Os  -0.188  0.440  -0.417
N  -5.358  8.382  3.215
C  -4.767  7.470  2.846
C  -4.025  6.326  2.379
C  -3.322  5.540  3.288
C  -2.607  4.444  2.836
C  -2.600  4.132  1.481
C  -3.309  4.914  0.575
C  -4.020  6.015  1.022
C  -1.823  2.959  0.993
C  -0.455  3.113  0.814
C  0.335  4.250  1.100
C  1.634  3.983  0.716
C  1.637  2.694  0.182
N  0.400  2.163  0.222
C  -2.526  1.755  0.793
C  -3.883  1.491  0.980
C  -4.077  0.115  0.806
C  -2.839  -0.432  0.539
N  -1.882  0.545  0.518
H  -3.335  5.792  4.339
H  -2.057  3.830  3.537
H  -3.297  4.670  -0.480
H  -4.564  6.637  0.326
H  -0.038  5.152  1.558
H  2.489  4.632  0.793
H  2.461  2.142  -0.246
H  -4.629  2.224  1.246
H  -5.003  -0.427  0.896
H  -2.561  -1.468  0.405
C  2.248  -5.503  5.658
C  1.766  -5.774  4.227
C  0.344  -6.329  4.292
C  2.668  -6.834  3.577
C  1.846  -4.489  3.402
C  3.082  -3.834  3.275
C  3.265  -2.696  2.502
C  2.149  -2.218  1.854
O  2.022  -1.110  1.025
B  0.694  -1.108  0.669
O  -0.021  -2.137  1.235
C  0.927  -2.838  1.982
C  0.734  -3.971  2.739
H  2.168  -6.414  6.255
H  1.643  -4.730  6.136
H  3.290  -5.183  5.684
H  0.343  -7.246  4.882
H  -0.043  -6.577  3.302
H  -0.344  -5.628  4.772
H  2.596  -7.774  4.128
H  3.714  -6.526  3.574
H  2.368  -7.021  2.544
H  3.940  -4.234  3.798
H  4.228  -2.213  2.412
H  -0.244  -4.424  2.809
O  3.504  -2.384  -4.638
S  2.434  -2.784  -3.789
O  2.540  -3.907  -2.919
N  2.013  -1.423  -2.840
C  0.867  -1.014  -3.193
S  0.269  0.566  -2.570
C  0.121  -1.767  -4.228
C  -1.150  -1.570  -4.734
C  -1.601  -2.448  -5.715
C  -0.795  -3.484  -6.172
C  0.481  -3.689  -5.653
C  0.907  -2.816  -4.677
H  -1.773  -0.759  -4.379
H  -2.592  -2.322  -6.130
H  -1.165  -4.145  -6.944
H  1.107  -4.498  -6.001

Calculated values
Multiplicity: 1
Strongest force on any atom, hartree/bohr: 0.01977
Total charge: +1
Kohn-Sham gap (alpha / beta), eV: 5.4711 / 5.4724

Results of the Mulliken charge analysis, in e, for atoms 1 through 4: Os 1.300; N -0.456; C -0.168; C 0.609

=====

[2]
Density functional theory data (wB97M-V/def2-TZVPD) for a molecular structure, C33H26Br2FN2O2Pd at a distorted geometry.

Element x y z (Å)
Pd  -0.836  0.543  0.067
O  -0.865  -3.966  -3.502
C  -2.089  -3.796  -2.883
C  -3.115  -4.722  -3.020
C  -4.323  -4.504  -2.361
C  -4.506  -3.372  -1.568
C  -3.476  -2.436  -1.456
C  -2.256  -2.626  -2.111
C  -1.126  -1.628  -2.031
O  -1.556  -0.343  -1.689
N  -0.111  -2.114  -1.093
N  0.600  -1.159  -0.488
C  1.808  -1.507  -0.006
C  2.591  -0.520  0.657
Br  1.731  1.158  1.028
C  3.900  -0.629  1.131
C  4.889  -1.650  0.920
C  5.950  -1.672  1.864
C  6.990  -2.582  1.752
C  7.017  -3.495  0.682
C  5.987  -3.475  -0.264
C  4.933  -2.566  -0.160
H  -0.888  -4.748  -4.083
H  -2.994  -5.598  -3.647
H  -5.135  -5.215  -2.458
H  -5.449  -3.213  -1.063
H  -3.598  -1.534  -0.874
H  -0.628  -1.509  -3.021
H  0.306  -3.032  -1.253
H  2.137  -2.545  -0.129
H  4.228  0.192  1.762
H  5.910  -0.956  2.671
H  7.791  -2.576  2.483
H  7.818  -4.215  0.604
H  6.008  -4.151  -1.111
H  4.160  -2.540  -0.915
Br  -3.455  1.391  0.010
C  -3.074  3.124  -0.600
C  -4.078  4.081  -0.645
C  -3.813  5.364  -1.201
C  -2.568  5.652  -1.732
C  -1.521  4.684  -1.702
C  -0.274  4.936  -2.304
C  0.688  3.950  -2.322
C  0.471  2.709  -1.692
C  -0.700  2.429  -1.028
C  -1.762  3.397  -1.079
H  -5.044  3.824  -0.241
H  -4.585  6.115  -1.231
H  -2.356  6.614  -2.181
H  -0.100  5.897  -2.764
H  1.617  4.147  -2.826
H  1.228  1.931  -1.710
F  -0.068  3.782  5.533
C  -0.424  2.740  4.715
C  -1.668  2.773  4.094
C  -2.003  1.711  3.263
C  -1.110  0.641  3.040
C  -1.437  -0.418  2.119
C  0.127  0.648  3.713
C  0.480  1.696  4.559
H  -2.361  3.591  4.247
H  -2.977  1.679  2.782
H  -2.490  -0.607  1.937
H  -0.770  -1.287  2.131
H  0.803  -0.191  3.593
H  1.422  1.697  5.091

Calculated values
Multiplicity: 5
Strongest force on any atom, hartree/bohr: 0.07143
<S²>: 6.0685
Total charge: +1
Kohn-Sham gap (alpha / beta), eV: 6.6788 / 4.5083

Results of the Mulliken charge analysis, in e, for atoms 1 through 4: Pd -0.216; O -0.570; C 0.983; C -0.930

=====

[3]
Density functional theory data (wB97M-V/def2-TZVPD) for a molecular structure, C33H26ClCrIN3O4S.

Element x y z (Å)
Cr  1.207  0.081  -0.710
O  1.022  -4.177  -0.426
Cl  0.321  -2.978  -0.089
O  -0.439  -3.146  1.114
O  -0.526  -2.529  -1.168
O  1.335  -1.904  0.169
I  2.559  -1.397  -2.768
C  4.225  -1.446  -1.507
C  5.261  -2.249  -1.880
C  6.440  -2.262  -1.105
C  6.538  -1.450  -0.016
C  5.465  -0.608  0.372
C  5.600  0.256  1.484
C  4.569  1.072  1.837
C  3.346  1.029  1.129
C  3.129  0.194  0.058
C  4.241  -0.611  -0.358
H  5.187  -2.868  -2.764
H  7.260  -2.908  -1.391
H  7.445  -1.433  0.578
H  6.533  0.256  2.036
H  4.671  1.745  2.681
H  2.545  1.671  1.474
C  -3.381  -2.344  2.002
C  -4.471  -1.666  1.178
C  -5.218  -0.680  2.088
C  -5.439  -2.749  0.686
C  -3.915  -0.890  -0.019
C  -4.835  -0.257  -0.877
C  -4.437  0.543  -1.923
C  -3.072  0.725  -2.119
S  -2.274  1.803  -3.217
C  -0.749  1.332  -2.542
N  -0.812  0.418  -1.620
C  -2.134  0.075  -1.317
C  -2.559  -0.742  -0.264
C  0.519  2.004  -2.839
C  0.646  2.921  -3.881
C  1.849  3.576  -4.062
C  2.905  3.310  -3.196
C  2.765  2.386  -2.169
C  1.566  1.699  -1.956
H  -3.844  -2.873  2.839
H  -2.677  -1.619  2.412
H  -2.818  -3.064  1.414
H  -5.623  -1.207  2.956
H  -6.048  -0.197  1.568
H  -4.544  0.099  2.450
H  -5.839  -3.303  1.538
H  -4.925  -3.455  0.030
H  -6.283  -2.327  0.137
H  -5.895  -0.375  -0.696
H  -5.165  1.043  -2.548
H  -1.818  -1.218  0.361
H  -0.190  3.121  -4.543
H  1.965  4.291  -4.867
H  3.849  3.827  -3.327
H  3.611  2.193  -1.520
N  -2.719  2.747  4.988
C  -2.035  2.368  4.130
C  -1.216  1.903  3.085
C  -1.033  2.648  1.878
C  -0.283  2.137  0.870
N  0.327  0.903  0.920
C  0.226  0.222  2.111
C  -0.502  0.665  3.167
H  -1.488  3.622  1.759
H  -0.137  2.699  -0.043
H  0.756  -0.720  2.161
H  -0.543  0.067  4.068

Calculated values
Multiplicity: 5
Strongest force on any atom, hartree/bohr: 0.00964
<S²>: 6.0723
Total charge: -1
Kohn-Sham gap (alpha / beta), eV: 4.8082 / 7.9044

Results of the Mulliken charge analysis, in e, for atoms 1 through 4: Cr 0.178; O -0.740; Cl 1.672; O -0.647